The following is a DFT calculation (wB97M-V/def2-TZVPD) of a structure of composition C29H19BCoF3N4O7S4 at a distorted geometry.

Calculated values
Spin multiplicity: 5
Max |F| (Eh/bohr): 0.0207
Molecular weight (g/mol): 790.50
Total charge: -2
Gap between HOMO and LUMO (spin up / spin down) (eV): 3.806 / 6.275

Geometry as XYZ:
```
68
Properties=species:S:1:pos:R:3:lowdin_charge:R:1
Co -2.023 -0.739 -0.846 0.8215
O -0.651 0.048 0.680 0.0177
C 0.325 -0.612 1.412 -0.2111
C 0.633 -0.186 2.684 -0.0357
C 1.695 -0.759 3.389 -0.1420
C 2.435 -1.781 2.779 -0.1201
C 2.095 -2.238 1.524 -0.0690
C 1.002 -1.696 0.785 -0.1786
C 0.705 -2.201 -0.501 -0.1126
N -0.335 -1.836 -1.275 -0.1005
N -0.354 -2.387 -2.526 0.0576
C -1.387 -1.972 -3.201 -0.4704
O -2.301 -1.141 -2.739 -0.1609
C -1.562 -2.472 -4.579 -0.1469
C -0.597 -3.259 -5.224 -0.0440
C -0.803 -3.711 -6.518 -0.1175
C -1.975 -3.392 -7.207 -0.1370
C -2.929 -2.606 -6.578 -0.1142
C -2.724 -2.148 -5.280 -0.0351
H 0.066 0.636 3.105 0.1207
H 1.947 -0.403 4.382 0.0839
H 3.292 -2.208 3.291 0.0940
H 2.679 -3.029 1.060 0.1027
H 1.376 -2.953 -0.912 0.1018
H 0.310 -3.496 -4.684 0.0985
H -0.040 -4.313 -7.003 0.0861
H -2.138 -3.760 -8.215 0.0804
H -3.841 -2.342 -7.104 0.0875
H -3.461 -1.528 -4.784 0.1061
F -4.202 -3.111 -1.351 0.1378
C -5.090 -2.515 -0.560 -0.6641
F -5.643 -3.449 0.226 0.1152
F -6.056 -1.989 -1.322 0.1218
S -4.299 -1.209 0.482 0.5221
O -2.993 -1.801 0.794 -0.3039
O -5.208 -1.045 1.578 -0.2778
O -4.145 -0.079 -0.438 -0.3016
O -0.505 2.426 1.413 0.1271
B -0.604 1.433 0.360 -1.0595
O -1.796 1.733 -0.426 0.0681
C -2.250 2.923 0.042 -0.2010
C -3.287 3.687 -0.435 0.0028
C -3.559 4.894 0.226 -0.1211
C -2.808 5.293 1.320 -0.1240
C -1.745 4.508 1.793 -0.0092
C -1.476 3.332 1.134 -0.2077
H -3.867 3.356 -1.289 0.1197
H -4.368 5.522 -0.130 0.0858
H -3.043 6.225 1.821 0.0838
H -1.148 4.810 2.645 0.1093
S 5.882 -0.804 0.462 0.5050
C 4.506 0.138 0.376 -1.1071
S 3.516 0.205 -1.033 0.9874
C 2.349 1.239 -0.227 -0.9676
N 2.683 1.492 0.988 0.0528
N 3.889 0.885 1.329 -0.1138
C 4.357 1.235 2.638 -0.1789
C 3.402 1.621 3.579 -0.0372
C 3.796 2.005 4.851 -0.0878
C 5.139 2.016 5.204 -0.1172
C 6.084 1.642 4.262 -0.1027
C 5.703 1.252 2.981 -0.0489
S 0.920 1.779 -1.047 0.9137
H 2.359 1.612 3.293 0.0914
H 3.043 2.297 5.573 0.0997
H 5.445 2.314 6.200 0.0889
H 7.138 1.654 4.515 0.0927
H 6.446 0.958 2.258 0.0434
```

***

The following is a DFT calculation (wB97M-V/def2-TZVPD) of a cluster of 8 separate species, C16H49ClN3O11 in total at a distorted geometry.

Calculated values
Spin multiplicity: 1
Max |F| (Eh/bohr): 0.0675
Molecular weight (g/mol): 495.03
Total charge: -1
Gap between HOMO and LUMO (eV): 9.069

Geometry as XYZ:
```
80
Properties=species:S:1:pos:R:3:lowdin_charge:R:1
Cl -0.696 -0.933 1.376 0.6637
O -1.821 -1.832 1.369 -0.3375
O -0.832 -0.040 0.254 -0.3356
O -0.573 -0.070 2.538 -0.3768
O 0.570 -1.640 1.202 -0.3711
C -5.315 -0.998 -1.062 -0.1721
O -3.915 -0.741 -1.104 -0.1148
H -5.531 -2.067 -1.147 0.0677
H -5.719 -0.600 -0.127 0.0706
H -5.785 -0.518 -1.918 0.0700
H -3.566 -1.131 -0.290 0.0507
C -1.122 -5.943 0.470 -0.1760
O -0.731 -4.598 0.656 -0.1285
H -2.103 -6.078 0.013 0.0724
H -0.325 -6.451 -0.081 0.0697
H -1.075 -6.455 1.442 0.0661
H -1.087 -4.291 1.499 0.0328
C 1.588 -2.732 -2.214 -0.1777
O 0.872 -1.571 -1.844 -0.1201
H 0.978 -3.620 -1.995 0.0714
H 1.624 -2.778 -3.311 0.0647
H 2.604 -2.795 -1.819 0.0739
H 0.956 -1.526 -0.877 0.0367
C -1.118 -3.212 4.244 -0.1658
O -1.459 -4.494 3.757 -0.1096
H -1.786 -2.384 4.013 0.0735
H -1.184 -3.110 5.342 0.0768
H -0.078 -3.000 3.994 0.0661
H -1.040 -5.156 4.309 0.0770
C 1.628 0.844 5.399 -0.0701
C 2.697 0.356 4.422 -0.4303
C 2.804 -1.153 4.431 -0.2231
O 3.660 -1.608 3.407 -0.1991
C 3.499 -2.954 3.040 -0.1062
N 2.370 0.872 3.059 0.0556
H 0.671 0.407 5.096 0.0703
H 1.527 1.916 5.526 0.0728
H 1.837 0.361 6.364 0.0714
H 3.641 0.799 4.758 0.1271
H 1.820 -1.637 4.379 0.1143
H 3.261 -1.481 5.380 0.1256
H 3.228 -3.578 3.899 0.0834
H 4.436 -3.289 2.595 0.0827
H 2.712 -3.053 2.282 0.0838
H 2.801 0.139 2.482 0.0580
H 1.394 0.586 2.928 0.0262
C -1.784 5.574 -3.133 -0.0886
C -1.701 4.114 -2.631 -0.4095
C -2.321 3.966 -1.248 -0.2370
O -2.528 2.634 -0.892 -0.1638
C -3.006 2.522 0.414 -0.1254
N -2.366 3.224 -3.620 0.0536
H -1.074 6.181 -2.548 0.0712
H -2.730 6.098 -2.959 0.0665
H -1.497 5.699 -4.175 0.0641
H -0.631 3.904 -2.603 0.1212
H -3.255 4.548 -1.300 0.1219
H -1.601 4.380 -0.528 0.1279
H -3.913 3.126 0.567 0.0819
H -2.285 2.881 1.162 0.0901
H -3.235 1.486 0.642 0.0772
H -3.316 3.572 -3.736 0.0669
H -1.886 3.405 -4.495 0.0530
C 3.183 1.025 -5.024 -0.0817
C 1.958 0.834 -4.123 -0.4020
C 2.078 1.672 -2.852 -0.2562
O 0.903 1.605 -2.114 -0.1584
C 1.107 2.186 -0.848 -0.1094
N 0.747 1.301 -4.878 0.0416
H 3.037 0.653 -6.035 0.0644
H 4.083 0.604 -4.562 0.0726
H 3.344 2.106 -5.113 0.0691
H 1.787 -0.210 -3.865 0.1188
H 2.434 2.691 -3.070 0.1205
H 2.914 1.208 -2.302 0.1298
H 0.186 2.426 -0.322 0.0739
H 1.689 3.113 -0.966 0.0836
H 1.671 1.519 -0.187 0.0893
H 0.906 2.302 -4.984 0.0592
H 0.789 0.888 -5.804 0.0529
```

***

The following is a DFT calculation (wB97M-V/def2-TZVPD) of a structure of composition C22H35NO3P2STc at a distorted geometry.

Calculated values
Spin multiplicity: 4
Max |F| (Eh/bohr): 0.0530
Molecular weight (g/mol): 553.54
Total charge: +2
Gap between HOMO and LUMO (spin up / spin down) (eV): 6.740 / 4.957

Geometry as XYZ:
```
65
Properties=species:S:1:pos:R:3:lowdin_charge:R:1
P -0.417 -1.780 -2.352 0.9346
P 0.322 1.515 -3.334 0.9423
C -0.647 -0.988 -3.978 -0.3003
C 0.427 0.053 -4.378 -0.3235
H -1.666 -0.571 -3.979 0.1063
H -0.657 -1.824 -4.697 0.1100
H 1.449 -0.359 -4.321 0.0962
H 0.227 0.406 -5.402 0.1153
C -0.949 2.560 -4.127 -0.1938
H -1.235 3.385 -3.462 0.0759
H -1.851 1.997 -4.403 0.0706
H -0.500 2.979 -5.038 0.0717
C 1.776 2.551 -3.421 -0.1818
H 1.670 3.170 -4.321 0.0717
H 2.684 1.940 -3.476 0.0735
H 1.788 3.186 -2.525 0.0665
C -1.345 -3.323 -2.488 -0.1520
H -1.157 -3.958 -1.613 0.0777
H -1.019 -3.855 -3.389 0.0784
H -2.419 -3.121 -2.578 0.0848
C 1.319 -2.315 -2.363 -0.1638
H 2.012 -1.457 -2.335 0.0697
H 1.488 -2.872 -3.298 0.0935
H 1.498 -2.988 -1.504 0.0671
Tc 0.573 -1.878 1.282 1.2944
C 0.065 2.917 -0.204 -0.0980
C -1.233 2.553 -0.246 -0.0750
C -1.935 1.554 -1.140 -0.2052
C -2.126 0.163 -0.585 -0.1474
C -1.045 -0.862 -0.931 -0.3918
C 0.327 -0.552 -0.328 -0.4099
C 1.033 0.719 -0.663 -0.2403
C 1.025 1.872 0.347 -0.1357
C 1.213 -3.759 1.818 -0.2742
H 0.458 3.914 -0.368 0.1100
H -1.951 3.176 0.320 0.1269
H -1.461 1.445 -2.155 0.0243
H -2.957 1.971 -1.298 0.1404
H -2.172 0.184 0.516 0.1356
H -3.085 -0.249 -0.925 0.1302
H -1.464 -1.776 -0.453 0.1078
H 1.111 -1.454 -0.411 0.0283
H 0.501 1.061 -1.634 -0.0101
H 2.079 0.498 -0.951 0.1325
H 0.716 1.437 1.309 0.1014
H 2.049 2.267 0.465 0.1299
H 2.095 -3.683 2.482 0.0133
H 1.494 -4.399 0.971 -0.0128
H 0.450 -4.326 2.397 0.0131
O 2.811 1.110 3.594 -0.2711
S 2.180 -0.069 4.126 0.7593
O 2.924 -1.240 4.490 -0.2511
N 1.008 -0.626 2.852 -0.1590
C -0.249 -0.726 3.323 -0.4835
O -1.040 -1.423 2.563 -0.1132
C -0.435 -0.114 4.610 -0.1505
C -1.635 0.008 5.327 0.0264
C -1.604 0.589 6.593 -0.0260
C -0.394 1.073 7.130 -0.0140
C 0.805 0.894 6.423 -0.0096
C 0.776 0.295 5.167 -0.2024
H -2.550 -0.365 4.863 0.1333
H -2.519 0.674 7.179 0.1228
H -0.393 1.575 8.104 0.1286
H 1.757 1.221 6.828 0.1317
```

***

The following is a DFT calculation (wB97M-V/def2-TZVPD) of a structure of composition C16H19F4NO3 at a distorted geometry.

Calculated values
Spin multiplicity: 1
Max |F| (Eh/bohr): 0.3819
Molecular weight (g/mol): 349.32
Gap between HOMO and LUMO (eV): 7.997

Geometry as XYZ:
```
43
Properties=species:S:1:pos:R:3:lowdin_charge:R:1
O -2.043 -2.763 0.747 0.0125
C -1.309 -1.751 0.469 -0.4574
N -1.821 -0.418 0.650 0.1290
H -1.390 0.280 0.414 -0.0113
C -3.355 -0.465 0.780 -0.0676
H -3.550 0.235 1.886 0.1639
H -3.932 -1.393 1.253 0.1496
C -4.055 0.450 -0.382 -0.3123
C -5.582 0.740 -0.120 -0.0903
H -6.123 0.016 -0.629 0.0641
C -5.732 2.387 -0.389 -0.1056
H -6.554 2.797 0.052 0.0785
C -4.253 2.537 -0.211 -0.4226
H -3.984 3.698 -0.628 0.1667
O -3.405 1.668 -0.611 -0.0462
H -4.243 2.899 1.102 0.1780
H -5.843 2.125 -1.422 0.0942
H -5.809 0.515 1.110 0.1634
H -3.763 -0.065 -1.225 0.1143
C -0.058 -1.706 0.168 -0.0717
C 0.728 -2.805 0.400 -0.0799
C 1.989 -2.765 0.287 -0.0343
C 2.645 -1.776 -0.644 -0.1249
C 1.777 -0.812 -0.995 -0.1482
C 0.511 -0.617 -1.035 0.1743
H -0.018 0.034 -1.193 -0.0295
H 2.276 -0.302 -1.826 0.1405
C 4.145 -1.750 -1.123 -0.1620
H 4.132 -2.116 -2.055 0.0805
H 4.676 -2.746 -0.482 0.1989
O 4.753 -0.550 -0.923 -0.0588
C 4.814 -0.347 0.353 -0.2124
C 5.184 1.210 0.610 -0.5427
F 5.259 1.377 1.882 0.1455
F 6.310 1.413 0.029 0.1699
C 4.116 2.306 0.031 -0.4046
F 2.903 1.817 0.371 0.0801
F 3.949 1.966 -1.064 0.2432
H 4.296 3.200 0.225 0.1058
H 3.792 -0.378 1.119 0.1995
H 5.742 -0.950 1.133 0.2181
H 2.589 -3.596 0.732 0.1263
H 0.238 -3.599 1.154 0.1858
```

***

The following is a DFT calculation (wB97M-V/def2-TZVPD) of a cluster of 2 separate species, C10H18O2Si in total at a distorted geometry.

Calculated values
Spin multiplicity: 1
Max |F| (Eh/bohr): 0.1651
Molecular weight (g/mol): 198.34
Gap between HOMO and LUMO (eV): 9.124

Geometry as XYZ:
```
31
Properties=species:S:1:pos:R:3:lowdin_charge:R:1
C 2.189 -2.482 0.117 -0.2382
Si 0.626 -1.800 1.016 0.7232
C -0.607 -0.595 0.218 -0.3993
C -0.711 -0.584 -1.142 -0.1399
C -1.942 -0.070 -1.806 -0.2038
C -3.038 -0.050 -0.737 -0.1621
C -2.461 0.778 0.421 -0.2201
O -1.476 0.076 1.070 -0.1252
H 2.477 -3.306 0.543 -0.0764
H 1.740 -2.670 -0.961 0.0528
H 3.094 -1.786 -0.055 0.0567
H -0.128 -3.224 1.124 -0.0024
H 1.066 -1.367 2.272 -0.0577
H -0.022 -1.301 -1.783 0.1346
H -2.330 -0.764 -2.583 0.1205
H -1.953 0.971 -2.187 0.1099
H -4.063 0.253 -0.961 0.1191
H -3.151 -1.032 -0.442 0.0901
H -2.076 1.747 0.204 0.1085
H -3.174 1.025 1.315 0.1575
O 2.089 0.594 2.464 -0.0789
C 1.115 1.355 1.749 -0.1270
C 1.247 1.384 0.439 -0.2265
C 1.944 1.175 -0.826 -0.1639
C 0.998 2.231 -0.791 -0.1072
H 2.001 0.621 3.426 0.0938
H 0.383 1.896 2.273 0.1108
H 1.678 0.287 -1.455 0.1032
H 3.068 1.329 -0.836 0.1366
H 1.417 3.184 -0.725 0.0857
H -0.002 2.124 -1.361 0.1255
```

***

The following is a DFT calculation (wB97M-V/def2-TZVPD) of a structure of composition C17H36MnN3O3P at a distorted geometry.

Calculated values
Spin multiplicity: 4
Max |F| (Eh/bohr): 0.2019
Molecular weight (g/mol): 416.40
Total charge: +4
Gap between HOMO and LUMO (spin up / spin down) (eV): 7.301 / 4.607

Geometry as XYZ:
```
61
Properties=species:S:1:pos:R:3:lowdin_charge:R:1
Mn 0.279 -0.484 0.313 0.3293
C 1.034 0.751 -0.727 -0.1100
O 1.721 1.451 -1.391 0.2074
C 0.570 -2.207 -0.022 -0.0946
O 0.836 -3.344 -0.188 0.2352
C -1.337 -0.375 1.055 -0.1637
O -2.372 -0.505 1.617 0.1958
C -0.503 -0.408 -3.331 -0.4266
P -1.347 -0.196 -1.677 1.1891
H -2.972 1.225 -2.651 0.1317
H 0.206 0.437 -3.356 0.1207
C -2.830 -1.320 -1.841 -0.4626
H -3.036 -1.316 -2.920 0.1185
C -1.457 -0.296 -4.527 -0.0281
H -2.133 0.566 -4.479 0.1002
H -2.044 -1.214 -4.662 0.1110
H -0.854 -0.188 -5.438 0.1480
C 0.294 -1.713 -3.389 -0.0233
H -0.365 -2.579 -3.538 0.1094
C -2.733 2.076 -0.684 -0.0487
H 0.902 -1.883 -2.492 0.0588
H 0.979 -1.678 -4.249 0.1520
C -1.229 2.501 -2.646 -0.0505
H -2.006 2.737 -0.196 0.0762
H -3.619 2.675 -0.948 0.1459
H -3.054 1.332 0.049 0.0521
C -2.142 1.474 -1.966 -0.4474
H -1.749 3.469 -2.648 0.1346
H -1.004 2.260 -3.690 0.0949
H -0.287 2.615 -2.094 0.0750
C -4.076 -0.824 -1.115 -0.0465
H -3.886 -0.739 -0.039 0.0711
H -4.874 -1.564 -1.251 0.1309
H -4.449 0.128 -1.502 0.0954
C -2.507 -2.744 -1.390 -0.0677
H -1.651 -3.188 -1.909 0.0747
H -3.379 -3.382 -1.592 0.1242
H -2.324 -2.772 -0.307 0.0841
H -0.578 4.337 1.154 0.0100
H -0.006 4.335 1.667 0.0267
C 4.497 0.132 1.396 0.0472
N 3.860 0.010 2.703 0.0172
C 4.723 0.205 3.857 0.0492
C 2.519 -0.144 2.720 -0.2971
N 1.915 -0.441 1.552 0.0633
N 1.759 -0.061 3.823 -0.0058
C 2.164 0.113 5.200 0.0505
C 0.332 -0.051 3.644 0.0139
H 5.520 0.452 1.574 0.1254
H 3.998 0.879 0.751 0.1343
H 4.545 -0.828 0.851 0.1470
H 4.433 1.063 4.466 0.1374
H 4.744 -0.672 4.505 0.1403
H 5.740 0.352 3.481 0.1294
H 2.660 -0.746 0.923 0.0591
H 2.002 1.159 5.515 0.1647
H 1.529 -0.535 5.820 0.1477
H 3.196 -0.190 5.365 0.0814
H -0.004 0.778 3.006 0.1182
H -0.047 -0.981 3.215 0.1123
H -0.106 0.057 4.633 0.1312
```

***

| no. | calculated total energy (eV) |
| --- | --- |
| 1 | -140477.5899 |
| 2 | -56892.4270 |
| 3 | -62600.9557 |
| 4 | -35384.7819 |
| 5 | -22628.9871 |
| 6 | -69383.2094 |